[1]
3 unconnected molecules or ions with the total composition C4H15N2O in a non-equilibrium geometry. Source: the Open Molecules 2025 dataset; level of theory: wB97M-V/def2-TZVPD.

The geometry in ORCA input format:
```
! RIJCOSX wB97M-V def2-TZVPD def2/J DEFGRID3
* xyz 1 1
C -1.54302 -0.51158 1.43376
C -1.90854 -0.45446 -0.04360
C -0.99878 0.59753 -0.81134
C 0.40669 0.34206 -0.63320
N 3.57565 0.08760 -1.06466
N -3.28197 -0.16702 -0.23510
H -0.44678 -0.67843 1.48438
H -2.00167 -1.34029 1.96458
H -1.74198 0.44737 1.91524
H -1.67923 -1.41804 -0.50851
H -1.30710 1.57849 -0.42098
H -1.33028 0.58482 -1.85229
H 0.83572 -0.01594 -1.56348
H 0.82834 0.97369 0.13731
H 4.28889 -0.22607 -1.70921
H 2.67328 -0.26464 -1.32685
H 3.51457 1.10323 -1.14823
H -3.83368 0.06251 0.57766
H -3.78574 -0.73253 -0.89703
H 3.27099 -0.26252 1.41289
H 1.92646 0.28899 1.30582
O 2.53820 0.00522 1.98284
*
```

Its energy above the lowest of the compared OMol25 structures with the same formula, charge and spin is 116.5 kcal/mol. The calculation puts the highest occupied orbital energy at -14.01 eV. The HOMO-LUMO gap comes out at 6.21 eV. The value obtained for the LUMO energy is -7.79 eV. The total energy is -9408.610 eV. As for the strongest force on any atom: 4.4 eV Å⁻¹.

---

[2]
CHCl3 in the gas phase in a non-equilibrium geometry. Source: the Open Molecules 2025 dataset; level of theory: wB97M-V/def2-TZVPD.

The geometry in ORCA input format:
```
! RIJCOSX wB97M-V def2-TZVPD def2/J DEFGRID3
* xyz 0 1
C 0.04514 -0.03053 0.12882
Cl 0.87429 0.94811 -1.10236
Cl -0.14678 -1.72682 -0.50437
Cl -1.47340 0.88894 0.47970
H 0.70075 -0.07969 0.99822
*
```

Its energy above the lowest of the compared OMol25 structures with the same formula, charge and spin is 4.0 kcal/mol. The calculation puts the highest occupied orbital energy at -11.13 eV. The HOMO-LUMO gap comes out at 11.59 eV. The value obtained for the LUMO energy is 0.46 eV. The total energy is -38620.181 eV. As for the strongest force on any atom: 1.4 eV Å⁻¹.

---

[3]
A molecular structure, C14H12BCl5F9NO8PRe in a non-equilibrium geometry. Source: the Open Molecules 2025 dataset; level of theory: wB97M-V/def2-TZVPD.

The geometry in ORCA input format:
```
! RIJCOSX wB97M-V def2-TZVPD def2/J DEFGRID3
* xyz 0 3
Re 0.76385 -1.71433 0.28675
Cl 1.18199 -4.68289 -6.11237
C 0.78731 -3.73113 -4.75458
C 1.55522 -3.82404 -3.58606
Cl 2.86723 -4.91079 -3.50078
C 1.22962 -3.02713 -2.49897
Cl 2.10850 -3.05190 -1.01363
C 0.14991 -2.11424 -2.53262
O -0.15214 -1.39372 -1.50442
C -0.61211 -2.04349 -3.72326
Cl -1.92994 -0.96478 -3.77528
C -0.29667 -2.84626 -4.81239
Cl -1.23923 -2.75838 -6.23177
F 1.62171 -2.02522 2.21988
P 0.95456 -3.41208 3.07238
F 0.74865 -4.02930 1.53808
F 1.15148 -2.63540 4.43114
F 0.25490 -4.65816 3.71834
F -0.47507 -2.64437 2.83730
F 2.40761 -4.02929 3.10319
C 0.38103 3.25792 0.80586
C -0.98757 2.83237 1.33649
C -1.42587 3.78856 2.43718
O -0.79388 1.51816 1.90786
B -1.34454 0.63110 1.07965
O -2.09209 1.13637 0.08450
C -2.06738 2.58092 0.20274
C -1.68870 3.15416 -1.15973
C -3.47885 3.03456 0.57828
H 1.05776 3.34190 1.65154
H 0.32890 4.21348 0.29326
H 0.78185 2.49390 0.14486
H -0.64731 3.82723 3.19471
H -2.34533 3.45211 2.90332
H -1.56085 4.77734 2.01067
H -0.76520 2.71340 -1.51933
H -1.57002 4.23151 -1.09354
H -2.47402 2.93025 -1.87725
H -3.79481 2.58297 1.51310
H -4.16995 2.72139 -0.19890
H -3.52534 4.11544 0.66730
F 4.65465 1.54918 -0.37163
C 4.10933 1.06826 0.75579
F 5.10272 0.87167 1.61715
F 3.32878 2.03210 1.25185
C 3.32853 -0.26103 0.45076
O 3.94032 -1.28926 0.30149
O 2.06964 -0.07575 0.34248
O -1.40160 -2.70601 0.40664
N -1.93590 -1.73768 0.86394
O -3.06723 -1.54163 1.07843
O -1.02448 -0.74797 1.17964
*
```

Its energy above the lowest of the compared OMol25 structures with the same formula, charge and spin is 26.6 kcal/mol. The calculation puts the highest occupied orbital energy (spin up / spin down) at -8.94 / -9.14 eV. The HOMO-LUMO gap (spin up / spin down) comes out at 7.59 / 7.22 eV. The expectation value of S² is 2.01. The value obtained for the LUMO energy (spin up / spin down) is -1.35 / -1.92 eV. The total energy is -131752.621 eV. As for the strongest force on any atom: 2.4 eV Å⁻¹.